No. 1
Formula: C14H46BO14
Source: the OMol25 dataset
Level of theory: the ωB97M-V functional and the def2-TZVPD basis

The total energy comes out at -44603.423 eV. Its HOMO-LUMO gap is 9.856 eV. For the LUMO energy, the calculation gives 2.5 eV. The highest occupied orbital energy comes out at -7.35 eV. Its charge is -1. As for the spin multiplicity: 1.

Each line ends with the Löwdin charge.
Cartesian coordinates (Å):
B (-0.598, -27.397, -12.893)  -0.34
H (-0.331, -28.586, -12.886)  -0.01
H (0.271, -26.831, -13.546)  0.00
H (-1.701, -27.201, -13.384)  0.03
H (-0.507, -26.966, -11.752)  0.01
C (-0.852, -23.529, -13.679)  -0.26
C (0.049, -23.446, -12.475)  -0.24
O (-0.320, -24.320, -11.411)  -0.10
O (-0.650, -24.696, -14.446)  -0.11
H (-0.549, -22.656, -14.267)  0.12
H (-1.896, -23.443, -13.353)  0.12
H (0.040, -22.446, -12.049)  0.12
H (1.043, -23.761, -12.819)  0.12
H (-0.187, -25.235, -11.729)  0.02
H (-0.554, -25.516, -13.889)  0.00
C (-3.444, -30.003, -16.593)  -0.25
C (-3.189, -28.563, -16.193)  -0.27
O (-1.869, -28.174, -16.410)  -0.05
O (-2.577, -30.927, -15.930)  -0.10
H (-3.141, -30.098, -17.643)  0.11
H (-4.496, -30.276, -16.446)  0.11
H (-3.348, -28.421, -15.119)  0.10
H (-3.888, -27.924, -16.747)  0.12
H (-1.452, -27.987, -15.564)  0.06
H (-2.436, -30.628, -14.999)  0.04
C (-3.058, -30.380, -12.180)  -0.22
C (-3.836, -29.120, -11.904)  -0.29
O (-3.134, -28.091, -11.299)  -0.09
O (-2.174, -30.253, -13.272)  -0.11
H (-3.763, -31.200, -12.299)  0.12
H (-2.405, -30.594, -11.323)  0.13
H (-4.596, -29.430, -11.176)  0.12
H (-4.369, -28.856, -12.827)  0.13
H (-2.319, -27.824, -11.825)  0.03
H (-1.522, -29.542, -13.110)  0.02
C (3.449, -25.893, -14.524)  -0.26
C (2.326, -26.045, -15.518)  -0.24
O (2.923, -26.087, -16.821)  -0.07
O (4.376, -24.895, -14.890)  -0.05
H (3.939, -26.883, -14.499)  0.11
H (3.064, -25.738, -13.518)  0.11
H (1.585, -25.237, -15.426)  0.11
H (1.747, -26.961, -15.351)  0.11
H (2.305, -26.473, -17.443)  0.08
H (4.617, -25.081, -15.807)  0.08
C (-4.945, -26.198, -9.152)  -0.28
C (-4.852, -24.887, -9.890)  -0.29
O (-4.265, -24.926, -11.139)  -0.05
O (-5.575, -27.170, -9.929)  -0.07
H (-5.572, -25.978, -8.282)  0.11
H (-3.984, -26.578, -8.776)  0.12
H (-4.495, -24.094, -9.216)  0.12
H (-5.886, -24.623, -10.145)  0.12
H (-3.299, -24.895, -11.115)  0.09
H (-5.015, -27.373, -10.705)  0.06
C (1.925, -29.562, -11.861)  -0.24
C (2.798, -28.619, -12.615)  -0.28
O (3.697, -29.359, -13.413)  -0.06
O (2.710, -30.458, -11.045)  -0.08
H (1.385, -30.214, -12.564)  0.12
H (1.239, -29.007, -11.227)  0.11
H (3.376, -28.025, -11.905)  0.13
H (2.183, -27.909, -13.169)  0.08
H (3.151, -29.793, -14.083)  0.10
H (3.569, -30.561, -11.477)  0.07
C (1.442, -24.919, -8.706)  -0.23
C (1.802, -26.312, -9.173)  -0.26
O (2.098, -27.164, -8.092)  -0.06
O (2.536, -24.324, -7.981)  -0.08
H (0.576, -24.987, -8.038)  0.12
H (1.222, -24.290, -9.562)  0.10
H (2.650, -26.254, -9.868)  0.12
H (0.963, -26.730, -9.734)  0.11
H (3.023, -27.013, -7.877)  0.08
H (2.420, -24.535, -7.052)  0.07

No. 2
Formula: C14H46N14O8
Source: the OMol25 dataset
Level of theory: the ωB97M-V functional and the def2-TZVPD basis

The total energy comes out at -52511.814 eV. Its HOMO-LUMO gap is 9.564 eV. For the LUMO energy, the calculation gives 0.6 eV. The highest occupied orbital energy comes out at -8.93 eV. Its charge is 0. Its SMILES is COC[C@H](C)N.COC[C@H](C)N.NC(N)=O.NC(N)=O.NC(N)=O.NC(N)=O.NC(N)=O.NC(N)=O. As for the spin multiplicity: 1.

Each line ends with the Löwdin charge.
Cartesian coordinates (Å):
C (-2.213, 1.892, -1.680)  -0.08
O (-1.613, 2.010, -2.961)  -0.27
C (-1.555, 3.380, -3.359)  -0.17
C (-1.859, 3.443, -4.901)  -0.42
C (-2.187, 4.856, -5.401)  -0.08
N (-2.956, 2.531, -5.299)  0.05
H (-2.336, 0.827, -1.482)  0.09
H (-3.263, 2.225, -1.721)  0.09
H (-1.783, 2.528, -0.905)  0.10
H (-2.303, 4.060, -2.934)  0.12
H (-0.610, 3.853, -3.082)  0.12
H (-0.933, 3.178, -5.421)  0.13
H (-2.366, 4.855, -6.474)  0.08
H (-1.374, 5.525, -5.112)  0.08
H (-3.097, 5.284, -4.969)  0.07
H (-2.812, 1.773, -4.639)  0.05
H (-3.858, 2.922, -5.039)  0.07
C (-0.802, -1.632, 1.357)  -0.09
O (-1.130, -3.009, 1.332)  -0.20
C (-1.552, -3.514, 2.583)  -0.21
C (-3.003, -3.184, 2.933)  -0.42
C (-3.411, -3.619, 4.352)  -0.06
N (-3.841, -4.022, 2.046)  0.02
H (-1.619, -1.040, 1.781)  0.08
H (-0.635, -1.315, 0.329)  0.08
H (0.091, -1.430, 1.957)  0.07
H (-1.503, -4.600, 2.470)  0.13
H (-0.892, -3.265, 3.422)  0.11
H (-3.175, -2.126, 2.715)  0.12
H (-4.320, -3.138, 4.714)  0.07
H (-2.630, -3.335, 5.064)  0.07
H (-3.547, -4.697, 4.376)  0.08
H (-4.802, -3.714, 2.142)  0.07
H (-3.589, -3.969, 1.066)  0.07
N (1.832, -0.469, 0.068)  0.19
C (1.721, 0.499, 0.982)  -0.62
N (0.854, 1.488, 0.635)  0.21
O (2.414, 0.564, 2.027)  -0.06
H (2.427, -1.271, 0.180)  0.08
H (1.187, -0.524, -0.730)  0.04
H (0.372, 1.363, -0.237)  0.08
H (0.485, 2.070, 1.385)  0.06
N (0.453, -2.123, -3.756)  0.18
C (0.130, -0.860, -3.348)  -0.62
N (-0.509, -0.121, -4.300)  0.16
O (0.305, -0.429, -2.200)  -0.02
H (0.027, -2.438, -4.603)  0.10
H (0.897, -2.761, -3.098)  0.05
H (-0.255, -0.259, -5.258)  0.10
H (-0.834, 0.776, -3.910)  0.06
N (0.593, 4.203, 4.770)  0.15
C (0.834, 3.365, 3.713)  -0.66
N (2.102, 2.930, 3.583)  0.17
O (-0.063, 2.968, 2.954)  -0.01
H (1.342, 4.414, 5.394)  0.09
H (-0.373, 4.475, 4.803)  0.10
H (2.810, 3.306, 4.185)  0.09
H (2.304, 2.119, 2.993)  0.06
N (1.131, -4.174, 0.309)  0.19
C (1.963, -3.912, -0.713)  -0.66
N (3.233, -3.566, -0.349)  0.15
O (1.607, -3.954, -1.901)  -0.03
H (1.349, -3.887, 1.250)  0.05
H (0.237, -4.566, 0.092)  0.11
H (3.416, -3.278, 0.603)  0.08
H (3.779, -3.208, -1.115)  0.11
N (2.124, 2.079, -2.853)  0.17
C (2.613, 3.071, -2.040)  -0.68
N (3.977, 3.091, -1.953)  0.14
O (1.929, 3.900, -1.451)  0.01
H (2.816, 1.503, -3.283)  0.09
H (1.135, 1.906, -2.867)  0.07
H (4.408, 3.950, -1.667)  0.10
H (4.516, 2.446, -2.498)  0.08
N (2.379, -1.189, 4.193)  0.17
C (2.079, -2.481, 3.892)  -0.65
N (1.624, -3.212, 4.950)  0.16
O (2.161, -2.917, 2.737)  -0.01
H (2.378, -0.556, 3.374)  0.06
H (2.449, -0.903, 5.146)  0.09
H (1.660, -4.210, 4.831)  0.11
H (1.464, -2.752, 5.820)  0.09

No. 3
Formula: C14H46O9
Source: the OMol25 dataset
Level of theory: the ωB97M-V functional and the def2-TZVPD basis

The total energy comes out at -33686.494 eV. Its HOMO-LUMO gap is 10.166 eV. For the LUMO energy, the calculation gives 0.5 eV. The highest occupied orbital energy comes out at -9.70 eV. Its charge is 0. Its SMILES is CCO.CCO.CCO.CCO.CCO.CO.CO.CO.CO. As for the spin multiplicity: 1.

Each line ends with the Löwdin charge.
Cartesian coordinates (Å):
C (15.821, 17.823, -1.739)  -0.08
C (15.897, 16.311, -1.888)  -0.30
O (15.399, 15.929, -3.164)  -0.09
H (16.412, 18.306, -2.531)  0.06
H (16.213, 18.217, -0.860)  0.03
H (14.773, 18.162, -1.818)  0.09
H (15.210, 15.909, -1.125)  0.11
H (16.923, 15.989, -1.742)  0.07
H (16.013, 16.136, -3.883)  0.03
C (19.603, 15.795, -2.045)  -0.04
C (19.985, 16.315, -0.615)  -0.24
O (18.736, 16.536, 0.064)  -0.11
H (19.160, 14.843, -1.959)  0.04
H (20.512, 15.817, -2.674)  0.08
H (18.932, 16.415, -2.543)  0.03
H (20.600, 17.175, -0.593)  0.10
H (20.527, 15.581, -0.094)  0.07
H (18.766, 16.774, 1.008)  0.05
C (16.207, 17.729, 2.341)  -0.09
C (14.904, 17.156, 1.872)  -0.34
O (13.826, 17.715, 2.561)  -0.04
H (16.154, 18.798, 2.265)  0.08
H (17.039, 17.404, 1.697)  0.05
H (16.441, 17.427, 3.327)  0.06
H (15.132, 16.068, 1.881)  0.12
H (14.742, 17.412, 0.836)  0.09
H (13.536, 17.177, 3.280)  0.07
C (16.135, 17.423, -6.309)  -0.09
C (17.347, 17.524, -5.438)  -0.31
O (17.658, 16.230, -4.969)  -0.12
H (15.739, 18.325, -6.810)  0.08
H (15.229, 16.996, -5.869)  0.08
H (16.355, 16.835, -7.212)  0.08
H (17.147, 18.171, -4.563)  0.11
H (18.276, 17.796, -5.957)  0.12
H (17.710, 15.691, -5.774)  0.09
C (17.759, 12.802, -4.005)  -0.07
C (16.414, 12.500, -3.347)  -0.31
O (16.619, 11.299, -2.620)  -0.10
H (17.697, 13.665, -4.598)  0.03
H (18.096, 11.896, -4.459)  0.08
H (18.520, 12.940, -3.243)  0.05
H (15.653, 12.265, -4.043)  0.10
H (16.104, 13.397, -2.720)  0.11
H (15.750, 11.006, -2.249)  0.10
C (20.870, 14.338, -5.554)  -0.18
O (21.394, 13.241, -6.225)  -0.10
H (19.902, 13.912, -5.052)  0.09
H (20.591, 15.108, -6.226)  0.06
H (21.460, 14.794, -4.777)  0.06
H (21.565, 13.549, -7.116)  0.07
C (17.224, 13.820, 0.645)  -0.14
O (18.529, 13.620, 1.144)  -0.09
H (17.086, 13.759, -0.454)  0.08
H (16.952, 14.795, 1.009)  0.05
H (16.514, 13.154, 1.073)  0.07
H (18.984, 14.339, 0.797)  -0.02
C (20.128, 16.111, 3.118)  -0.18
O (19.382, 17.264, 3.145)  -0.13
H (20.232, 15.653, 2.103)  0.07
H (19.692, 15.367, 3.844)  0.11
H (21.160, 16.365, 3.432)  0.09
H (19.043, 17.314, 4.068)  0.11
C (21.527, 12.877, -1.321)  -0.18
O (20.938, 12.413, -0.139)  -0.09
H (22.414, 12.302, -1.621)  0.08
H (21.883, 13.850, -1.183)  0.04
H (20.879, 12.795, -2.247)  0.09
H (20.294, 11.806, -0.468)  0.07